A cluster of 2 separate species, C4H8N2O in total. Source: the OMol25 dataset; level of theory: wB97M-V/def2-TZVPD.

Summary:
Total energy = -341.837621 Eh
HOMO = -8.573 eV
Lowest unoccupied orbital energy = 0.764 eV
Structure (SMILES) = [H]/N=N/[H].C=C=C(C)O
Orbital gap = 9.34 eV
ΔE to the lowest compared entry with this formula, charge and spin = 4.518 eV

CARTESIAN COORDINATES (ANGSTROEM)
C (-0.344, 2.254, -1.059)
C (-0.695, 1.116, -0.547)
C (-1.523, 0.006, 1.480)
C (-1.041, 0.012, 0.054)
N (3.025, -1.816, 0.102)
N (2.133, -1.383, -0.632)
O (-0.975, -1.245, -0.488)
H (0.658, 2.642, -0.952)
H (-0.871, -0.641, 2.064)
H (-1.496, 1.009, 1.892)
H (-2.536, -0.385, 1.536)
H (-1.039, 2.866, -1.620)
H (2.668, -2.620, 0.646)
H (2.491, -0.577, -1.178)
H (-0.453, -1.234, -1.297)

=====

A cluster of 2 separate species, C4H8N2O in total in a non-equilibrium geometry. Source: the OMol25 dataset; level of theory: wB97M-V/def2-TZVPD.

Summary:
Total energy = -341.856172 Eh
HOMO = -9.913 eV
Lowest unoccupied orbital energy = 0.545 eV
Structure (SMILES) = C[C@]1(C#N)CN1.O
Orbital gap = 10.46 eV
ΔE to the lowest compared entry with this formula, charge and spin = 4.013 eV

CARTESIAN COORDINATES (ANGSTROEM)
C (0.372, 1.410, -0.620)
C (0.255, -0.062, -0.333)
O (0.105, 0.094, 2.106)
C (-0.659, -1.016, -0.957)
N (-1.347, -0.491, 0.179)
C (1.553, -0.636, 0.094)
N (2.621, -1.084, 0.192)
H (0.548, 1.946, 0.322)
H (-0.566, 1.753, -1.055)
H (1.205, 1.636, -1.296)
H (0.480, -0.731, 2.427)
H (-0.393, -2.055, -0.789)
H (-1.028, -0.759, -1.932)
H (-2.052, 0.209, -0.104)
H (-0.693, -0.202, 1.595)

=====

An isolated molecule of C4H8N2O. Source: the OMol25 dataset; level of theory: wB97M-V/def2-TZVPD.

Summary:
Total energy = -341.947465 Eh
HOMO = -9.630 eV
Lowest unoccupied orbital energy = 0.974 eV
Structure (SMILES) = C[C@@]1(C(N)=O)CN1
Orbital gap = 10.60 eV
ΔE to the lowest compared entry with this formula, charge and spin = 1.529 eV

CARTESIAN COORDINATES (ANGSTROEM)
C (-0.967, 0.716, -0.998)
C (0.102, -0.136, -0.315)
C (1.272, -0.590, -1.091)
N (1.451, 0.309, 0.049)
C (-0.390, -1.010, 0.827)
O (-0.677, -2.185, 0.727)
N (-0.506, -0.293, 1.996)
H (-0.575, 1.685, -1.325)
H (-1.349, 0.201, -1.888)
H (-1.819, 0.903, -0.335)
H (1.648, -1.602, -0.989)
H (1.404, -0.151, -2.078)
H (1.657, 1.253, -0.244)
H (0.181, 0.436, 2.129)
H (-0.689, -0.856, 2.814)

=====

An isolated molecule of C4H8N2O in a non-equilibrium geometry. Source: the OMol25 dataset; level of theory: wB97M-V/def2-TZVPD.

Summary:
Total energy = -341.823863 Eh
HOMO = -9.389 eV
Lowest unoccupied orbital energy = 0.954 eV
Structure (SMILES) = C[C@H]1NC/C1=N\O
Orbital gap = 10.34 eV
ΔE to the lowest compared entry with this formula, charge and spin = 4.892 eV

CARTESIAN COORDINATES (ANGSTROEM)
C (-1.772, -0.760, -0.418)
C (-0.695, 0.295, -0.404)
N (-0.463, 1.217, 0.743)
C (1.144, 1.235, 0.180)
C (0.703, -0.130, -0.179)
N (1.022, -1.281, 0.237)
O (2.299, -1.312, 0.783)
H (-2.767, -0.328, -0.560)
H (-1.760, -1.362, 0.493)
H (-1.560, -1.419, -1.271)
H (-0.725, 0.888, -1.335)
H (-1.124, 2.012, 0.628)
H (2.143, 1.242, 0.686)
H (1.190, 1.931, -0.663)
H (2.365, -2.228, 1.080)

=====

A structure of composition C4H8N2O. Source: the OMol25 dataset; level of theory: wB97M-V/def2-TZVPD.

Summary:
Total energy = -341.938571 Eh
HOMO = -9.730 eV
Lowest unoccupied orbital energy = 0.943 eV
Orbital gap = 10.67 eV
ΔE to the lowest compared entry with this formula, charge and spin = 1.771 eV

CARTESIAN COORDINATES (ANGSTROEM)
C (1.751, 0.030, 0.481)
C (0.807, -0.306, -0.653)
O (0.136, -1.583, -0.366)
C (-1.014, -0.914, -0.035)
N (-2.001, -1.232, 0.672)
C (-0.583, 0.390, -0.650)
N (-0.799, 1.605, 0.080)
H (1.170, 0.326, 1.360)
H (2.425, 0.851, 0.221)
H (2.355, -0.843, 0.751)
H (1.261, -0.305, -1.643)
H (-1.912, -2.182, 1.033)
H (-0.959, 0.444, -1.679)
H (-1.279, 2.301, -0.476)
H (-1.357, 1.418, 0.906)

=====

An isolated molecule of C4H8N2O in a non-equilibrium geometry. Source: the OMol25 dataset; level of theory: wB97M-V/def2-TZVPD.

Summary:
Total energy = -341.826561 Eh
HOMO = -6.753 eV
Lowest unoccupied orbital energy = 0.602 eV
Structure (SMILES) = C=CC(O)=C(N)N
Orbital gap = 7.35 eV
ΔE to the lowest compared entry with this formula, charge and spin = 4.819 eV

CARTESIAN COORDINATES (ANGSTROEM)
C (0.242, -0.364, -0.565)
C (-0.428, -0.363, 0.699)
N (0.296, -0.657, 1.884)
N (-1.727, -0.902, 0.741)
C (0.880, 0.858, -0.710)
C (1.257, 1.666, -1.702)
O (-0.052, -1.204, -1.605)
H (-0.408, -2.022, -1.236)
H (1.261, -0.367, 1.805)
H (-0.113, -0.237, 2.711)
H (-2.393, -0.450, 0.131)
H (-2.085, -1.102, 1.663)
H (0.385, 1.187, 0.443)
H (0.895, 1.508, -2.709)
H (1.988, 2.448, -1.550)

=====

An isolated molecule of C4H8N2O in a non-equilibrium geometry. Source: the OMol25 dataset; level of theory: wB97M-V/def2-TZVPD.

Summary:
Total energy = -341.943913 Eh
HOMO = -10.273 eV
Lowest unoccupied orbital energy = 0.742 eV
Structure (SMILES) = N#C[C@@H](N)CCO
Orbital gap = 11.02 eV
ΔE to the lowest compared entry with this formula, charge and spin = 1.625 eV

CARTESIAN COORDINATES (ANGSTROEM)
N (1.073, 1.481, 1.180)
C (0.082, 0.489, 0.774)
C (-0.094, 0.523, -0.758)
C (-0.421, -0.826, -1.396)
O (-1.534, -1.453, -0.786)
C (0.528, -0.840, 1.249)
N (0.821, -1.889, 1.640)
H (0.818, 2.386, 0.796)
H (1.091, 1.575, 2.191)
H (-0.909, 0.631, 1.235)
H (0.837, 0.904, -1.196)
H (-0.892, 1.239, -0.984)
H (0.465, -1.473, -1.359)
H (-0.666, -0.666, -2.452)
H (-1.199, -2.082, -0.135)

=====

A cluster of 2 separate species, C4H8N2O in total. Source: the OMol25 dataset; level of theory: wB97M-V/def2-TZVPD.

Summary:
Total energy = -341.828948 Eh
HOMO (spin up / spin down) = -7.501 / -7.500 eV
Lowest unoccupied orbital energy (spin up / spin down) = 0.899 / 0.899 eV
Orbital gap (spin up / spin down) = 8.40 / 8.40 eV
ΔE to the lowest compared entry with this formula, charge and spin = 4.754 eV

CARTESIAN COORDINATES (ANGSTROEM)
N (0.085, 0.666, 2.520)
C (0.766, 0.662, 1.338)
O (1.930, 0.332, 1.213)
C (-0.389, -1.626, -0.349)
N (-0.481, -0.556, -1.064)
C (0.263, 0.163, -2.086)
C (-0.941, 0.661, -1.374)
H (0.611, 0.585, 3.377)
H (-0.828, 1.090, 2.559)
H (0.500, -2.236, -0.438)
H (-1.178, -1.863, 0.354)
H (1.248, 0.521, -1.779)
H (0.228, -0.307, -3.073)
H (0.127, 0.991, 0.495)
H (-1.941, 0.916, -1.692)

=====

An isolated molecule of C4H8N2O in a non-equilibrium geometry. Source: the OMol25 dataset; level of theory: wB97M-V/def2-TZVPD.

Summary:
Total energy = -341.757534 Eh
HOMO (spin up / spin down) = -8.831 / -7.886 eV
Lowest unoccupied orbital energy (spin up / spin down) = 0.384 / -0.577 eV
Orbital gap (spin up / spin down) = 9.22 / 7.31 eV
ΔE to the lowest compared entry with this formula, charge and spin = 6.697 eV

CARTESIAN COORDINATES (ANGSTROEM)
C (-0.651, 0.669, 0.277)
C (-1.362, -0.688, -0.110)
C (0.835, 0.613, 0.264)
C (1.721, -0.047, 1.360)
N (-1.334, -0.831, -1.512)
N (-0.615, -0.209, -2.241)
O (-0.515, -0.043, -3.438)
H (-0.937, 1.370, -0.466)
H (-0.938, 1.031, 1.338)
H (-0.842, -1.498, 0.211)
H (-2.507, -0.745, 0.175)
H (1.437, 0.928, -0.530)
H (1.807, -1.092, 1.106)
H (1.192, 0.074, 2.354)
H (2.708, 0.468, 1.212)

=====

A cluster of 2 separate species, C4H8N2O in total in a non-equilibrium geometry. Source: the OMol25 dataset; level of theory: wB97M-V/def2-TZVPD.

Summary:
Total energy = -341.803939 Eh
HOMO = -9.631 eV
Lowest unoccupied orbital energy = -0.090 eV
Orbital gap = 9.54 eV
ΔE to the lowest compared entry with this formula, charge and spin = 5.434 eV

CARTESIAN COORDINATES (ANGSTROEM)
C (2.674, 0.151, 0.077)
C (-0.753, -0.671, 0.158)
C (0.245, 1.418, 0.301)
C (1.428, -0.553, -0.007)
N (3.689, 0.700, 0.185)
N (0.390, 0.035, 0.691)
O (1.522, -1.915, 0.116)
H (-0.871, -0.483, -1.022)
H (-0.778, -1.812, 0.327)
H (-1.728, -0.263, 0.703)
H (-0.259, 1.539, -0.785)
H (-0.421, 1.793, 1.148)
H (1.163, 1.890, 0.340)
H (0.936, -0.125, -1.714)
H (0.999, -2.337, -0.624)

=====

What is the ΔE to the lowest compared entry with this formula, charge and spin in the second record?
4.013 eV